Entry 1:
The following is a quantum chemistry calculation of an isolated ion of composition C10H17IN3O and charge +1, from the Open Molecules 2025 dataset.

Computed properties:
**HOMO (alpha / beta)**: -12.3 / -12.3 eV
**Frontier orbital gap (alpha / beta)**: 0.277 / 0.277 Eh
**Total charge**: +1
**SMILES**: [H]/N=C(/C=C/[C@@]1(I)N(C)C=C[N@H+]1C)OCC
**Total energy**: -928.07541 Ha

XYZ file:
```
32
Properties=species:S:1:pos:R:3:forces:R:3
C 3.047 -2.280 0.464 -1.828 2.850 -2.562
C 3.114 -2.144 -0.891 1.710 -2.047 2.107
C -0.815 -0.387 0.524 3.117 2.502 -2.066
C 0.292 0.024 -0.227 -2.723 -1.978 1.654
C -2.063 0.421 0.545 -1.171 -1.120 0.668
C 1.642 -0.543 -0.178 0.629 1.072 0.599
C -3.377 3.353 0.479 -0.471 1.131 0.598
C 1.821 -0.863 2.235 2.698 -0.152 -0.147
C 1.073 -1.820 -2.275 0.351 -0.125 -1.995
C -3.287 2.234 -0.559 -0.559 0.989 -0.389
N -2.937 0.107 1.410 -0.735 1.070 0.463
N 2.015 -1.373 0.874 0.247 0.542 -0.826
N 2.178 -1.175 -1.431 -1.033 -2.388 0.620
O -2.152 1.379 -0.346 1.287 1.021 -1.783
I 3.181 1.517 -0.177 -0.756 -0.990 -0.009
H 3.670 -2.801 1.161 -0.035 -0.352 0.091
H 3.796 -2.716 -1.512 -0.344 0.414 -0.275
H -0.660 -1.100 1.268 -0.455 -1.105 1.096
H 0.004 0.638 -1.016 0.316 1.540 -1.145
H -4.273 3.338 1.161 0.801 -0.293 -0.802
H -2.503 3.359 1.107 0.406 -0.257 0.400
H -3.348 4.369 0.041 -0.232 -0.586 -0.119
H 2.115 0.236 2.356 0.307 -1.544 -0.369
H 0.806 -0.870 2.450 -1.636 -0.507 0.907
H 2.448 -1.606 2.798 -0.940 1.274 0.354
H 0.306 -2.327 -1.654 0.658 0.561 -0.333
H 0.669 -0.972 -2.931 0.214 -1.351 1.116
H 1.590 -2.576 -2.974 -0.826 1.171 1.187
H -3.168 2.721 -1.604 -0.139 -1.403 1.719
H -4.207 1.650 -0.453 0.185 -0.167 -0.687
H -3.697 0.842 1.427 0.795 -1.209 -0.001
H 2.723 -0.635 -2.072 0.161 1.438 -0.073
```
Positions in Å, forces in eV/Å.

=====

Entry 2:
The following is a quantum chemistry calculation of an isolated ion of composition C5H9N2 and charge +1, from the Open Molecules 2025 dataset.

Computed properties:
**HOMO**: -14.2 eV
**Frontier orbital gap**: 0.309 Eh
**Total charge**: +1
**SMILES**: C=[N+]=N/C(C)=C/C
**Total energy**: -304.98754 Ha

XYZ file:
```
16
Properties=species:S:1:pos:R:3:forces:R:3
C 3.865 -0.533 0.034 -2.219 -0.729 -1.770
C -0.621 -0.852 0.038 1.702 -2.075 -2.867
C 0.038 0.319 -0.100 1.445 -1.843 1.793
C -2.065 -1.063 -0.053 -1.960 1.418 4.069
C -0.457 1.685 0.202 0.367 1.487 1.063
N 1.535 0.211 -0.197 1.704 0.718 1.378
N 2.637 -0.136 0.092 -2.157 -0.137 -0.354
H 4.552 -0.783 0.841 -0.487 0.731 0.113
H 3.953 -0.982 -0.980 0.779 0.259 0.727
H -0.032 -1.820 -0.190 -0.683 1.654 0.860
H -2.666 -0.084 -0.153 0.901 -1.556 0.573
H -2.376 -1.691 0.954 0.489 1.770 -2.267
H -2.414 -1.688 -0.817 0.123 -1.088 -1.387
H 0.490 2.289 0.522 -2.107 -0.545 -0.875
H -1.222 1.747 1.080 1.523 -0.555 -1.475
H -0.997 2.049 -0.690 0.580 0.490 0.418
```
Positions in Å, forces in eV/Å.

=====

Entry 3:
The following is a quantum chemistry calculation of C25H22ClN5PdS2Se2 as an isolated structure, from the Open Molecules 2025 dataset.

Computed properties:
**HOMO (alpha / beta)**: -13.3 / -13.8 eV
**Frontier orbital gap (alpha / beta)**: 0.252 / 0.201 Eh
**Spin multiplicity**: 5
**⟨S²⟩**: 6.030
**Total charge**: +2
**Total energy**: -7426.30183 Ha

XYZ file:
```
58
Properties=species:S:1:pos:R:3:forces:R:3
Pd -0.558 0.314 -0.900 -0.171 -0.127 -0.079
C -5.521 2.281 -1.297 -0.002 0.021 0.045
S -4.240 2.934 -2.387 0.038 -0.119 -0.126
C -2.924 1.816 -2.202 -0.092 0.186 0.043
S -2.921 0.678 -0.869 -0.023 -0.109 0.098
N -1.990 1.909 -3.103 0.125 -0.119 0.263
N -0.991 1.016 -2.848 0.020 0.398 -0.397
C -0.209 0.634 -3.780 -0.033 -0.082 0.128
C 0.650 -0.514 -3.474 -0.098 -0.068 0.039
C 1.464 -1.084 -4.437 -0.019 0.022 0.068
C 2.123 -2.270 -4.145 0.016 -0.018 -0.004
C 1.932 -2.852 -2.906 0.005 -0.016 0.000
C 1.112 -2.216 -1.988 0.110 0.078 0.042
N 0.487 -1.068 -2.244 0.149 -0.001 -0.135
H -6.447 2.713 -1.671 0.002 0.029 0.031
H -5.590 1.199 -1.379 -0.017 0.001 -0.031
H -5.371 2.584 -0.264 0.026 -0.022 0.009
H -0.262 1.063 -4.776 -0.069 -0.055 -0.033
H 1.564 -0.610 -5.404 -0.011 0.006 -0.006
H 2.762 -2.736 -4.882 0.002 -0.001 0.000
H 2.409 -3.784 -2.639 0.003 -0.004 -0.006
H 0.969 -2.651 -1.008 0.016 0.019 0.017
Se 0.026 1.283 3.888 0.332 -0.255 0.235
Se -2.103 2.729 2.495 -0.200 -0.050 -0.078
C -1.285 3.218 0.875 0.079 -0.053 -0.098
C -1.770 4.352 0.234 0.000 0.051 0.031
C -1.137 4.799 -0.922 -0.016 -0.029 0.016
C -0.032 4.109 -1.371 0.046 0.049 0.038
C 0.376 2.978 -0.666 0.257 0.081 0.108
N -0.236 2.502 0.418 -0.150 0.110 -0.123
C -0.555 -0.388 3.238 -0.248 0.150 -0.161
C -1.634 -1.031 3.842 -0.056 0.014 0.123
C -2.255 -2.113 3.250 -0.009 0.025 0.108
C -1.810 -2.558 2.010 0.128 0.087 -0.097
C -0.709 -1.946 1.468 -0.089 -0.094 -0.019
N -0.079 -0.919 2.075 0.223 0.048 -0.013
H -2.620 4.882 0.640 -0.011 -0.018 -0.004
H -1.504 5.673 -1.444 0.009 0.007 0.000
H 0.519 4.427 -2.244 -0.005 -0.003 -0.006
H 1.282 2.455 -0.962 -0.082 -0.058 -0.114
H -1.977 -0.639 4.788 -0.051 -0.011 -0.019
H -3.091 -2.594 3.740 -0.012 0.010 -0.004
H -2.289 -3.370 1.483 0.003 -0.009 0.002
H -0.287 -2.258 0.525 0.009 -0.056 0.025
Cl 5.971 -3.721 3.292 0.004 0.001 0.003
C 4.599 -2.807 2.801 -0.002 -0.005 0.004
C 4.623 -1.423 2.890 -0.001 -0.035 -0.013
C 3.511 -0.700 2.492 -0.031 0.004 0.013
C 2.379 -1.343 2.000 0.054 0.065 0.003
C 1.236 -0.483 1.530 -0.007 0.237 -0.046
C 2.370 -2.734 1.925 -0.027 0.000 0.019
C 3.472 -3.468 2.326 0.026 0.012 0.013
H 5.500 -0.923 3.275 0.005 -0.001 0.003
H 3.526 0.380 2.575 0.002 0.006 -0.009
H 1.177 -0.448 0.428 -0.115 -0.301 0.118
H 1.386 0.545 1.849 -0.038 -0.005 0.001
H 1.498 -3.277 1.581 0.003 0.007 -0.026
H 3.467 -4.548 2.278 -0.004 -0.003 0.001
```
Positions in Å, forces in eV/Å.

=====

Entry 4:
The following is a quantum chemistry calculation of one molecule with the formula C4H4OS, from the Open Molecules 2025 dataset.

Computed properties:
**HOMO (alpha / beta)**: -7.9 / -9.0 eV
**Frontier orbital gap (alpha / beta)**: 0.312 / 0.251 Eh
**Spin multiplicity**: 3
**⟨S²⟩**: 2.036
**Total energy**: -628.06089 Ha

XYZ file:
```
10
Properties=species:S:1:pos:R:3:forces:R:3
C -0.254 1.044 0.093 -0.504 -1.327 -1.487
C 0.950 0.384 0.624 -1.415 4.283 1.883
C -1.135 0.548 -0.853 3.106 -3.174 0.409
C 1.031 -0.866 0.995 1.453 -2.360 -1.590
O 0.855 -2.035 0.485 0.130 -1.037 2.205
S -0.946 -1.002 -1.634 -0.446 1.502 0.220
H -0.618 1.973 0.491 0.691 0.573 0.365
H 1.457 1.126 1.326 -0.342 -1.198 -0.814
H -1.970 1.074 -1.093 -2.299 1.532 -0.631
H 0.629 -2.245 -0.433 -0.375 1.206 -0.561
```
Positions in Å, forces in eV/Å.

=====

Entry 5:
The following is a quantum chemistry calculation of C4H11Cl2FePt as an isolated structure, from the Open Molecules 2025 dataset.

Computed properties:
**HOMO (alpha / beta)**: 2.9 / -0.8 eV
**Frontier orbital gap (alpha / beta)**: 0.085 / 0.231 Eh
**Spin multiplicity**: 8
**⟨S²⟩**: 15.775
**Total charge**: -2
**Total energy**: -2462.21892 Ha

XYZ file:
```
19
Properties=species:S:1:pos:R:3:forces:R:3
Fe 0.437 -0.116 -1.457 -0.393 0.910 0.900
Cl -0.180 1.989 -1.866 -0.490 2.357 1.302
C -1.316 -0.906 -1.126 -1.800 -0.537 1.418
H -1.090 -1.635 -0.327 -0.357 -0.057 -0.135
H -1.774 -1.403 -1.990 0.061 0.228 0.393
H -1.974 -0.116 -0.716 -0.063 -0.388 -0.108
Pt 0.290 0.859 -3.876 0.468 0.033 -2.565
C -1.664 0.506 -4.382 -0.890 0.074 -0.097
C 2.309 1.277 -3.727 0.534 0.196 0.321
C 0.527 -1.021 -3.093 0.896 -1.684 -2.492
H 2.665 0.950 -2.735 0.423 0.279 -0.293
H 2.853 0.751 -4.527 0.097 0.191 0.229
H 2.388 2.372 -3.851 0.415 -0.372 0.135
H -2.198 0.131 -3.496 -0.262 0.106 -0.418
H -2.068 1.481 -4.725 -0.228 -0.607 0.104
H -1.694 -0.228 -5.207 -0.264 0.177 0.207
H -0.281 -1.724 -3.325 0.439 0.001 -0.207
H 1.554 -1.400 -3.227 -0.355 -0.188 -0.346
Cl 1.977 -1.050 -0.339 1.770 -0.720 1.651
```
Positions in Å, forces in eV/Å.

=====

Entry 6:
The following is a quantum chemistry calculation of a 2-piece molecular cluster, C3H13N4O overall, from the Open Molecules 2025 dataset.

Computed properties:
**HOMO**: -13.8 eV
**Frontier orbital gap**: 0.398 Eh
**Total charge**: +1
**Total energy**: -416.15308 Ha

XYZ file:
```
21
Properties=species:S:1:pos:R:3:forces:R:3
C -1.578 1.914 0.916 -0.410 0.247 0.011
O -2.261 2.163 2.120 0.104 -0.522 0.296
C -0.069 2.011 1.120 -0.142 -0.508 0.060
N 0.620 1.413 -0.065 -0.308 0.385 0.046
H -1.945 2.666 0.216 0.204 0.108 -0.058
H -1.863 0.951 0.481 0.167 -0.166 0.082
H -2.246 1.356 2.665 -0.063 0.500 -0.215
H 0.253 3.038 1.273 0.005 0.009 -0.028
H 0.199 1.422 1.996 0.120 -0.003 0.022
H 0.268 1.906 -0.884 0.287 -0.078 -0.192
H 0.375 0.279 -0.208 -0.052 -0.029 0.074
H 1.625 1.553 -0.013 0.028 0.083 -0.042
N 0.120 -3.243 -1.339 -0.017 0.042 0.097
C 0.684 -2.125 -0.804 -0.101 0.615 -1.128
N 2.056 -2.081 -0.746 -0.546 -0.155 -0.389
N -0.032 -1.086 -0.468 0.318 -0.491 0.603
H -0.809 -3.115 -1.718 0.120 -0.148 0.217
H 0.694 -3.848 -1.906 0.025 -0.101 0.242
H 2.499 -2.684 -1.423 0.233 -0.136 0.135
H 2.419 -1.147 -0.821 0.165 0.126 0.318
H -1.008 -1.343 -0.393 -0.137 0.222 -0.153
```
Positions in Å, forces in eV/Å.